1.
Computed, not measured: one molecule with the formula C12H11I, with ωB97M-V/def2-TZVPD.

Summary:
**Gap between HOMO and LUMO (spin up / spin down)**: 6.85 / 6.85 eV
**E_HOMO (spin up / spin down)**: -7.9 / -7.9 eV
**LUMO level (spin up / spin down)**: -1.09 / -1.10 eV
**DFT total energy**: -761.3548 a.u.
**Spin multiplicity**: 1
**ΔE to the lowest compared entry with this formula, charge and spin**: 105.0 kcal per mole

Element x y z (Å)
C  -0.29  -2.76  0.16
C  -1.43  -1.96  0.14
C  0.98  -2.28  0.00
C  0.00  1.25  -1.17
C  -1.30  -0.60  -0.32
C  -0.04  -0.13  -0.62
C  1.04  -0.88  -0.39
C  -2.49  0.13  -0.83
C  -0.32  1.68  2.02
C  -0.24  2.37  -0.49
C  -0.37  2.59  1.02
C  2.41  -0.37  -0.79
I  -4.29  -0.09  0.20
H  -0.47  -3.77  0.45
H  -2.31  -2.48  0.15
H  2.02  -2.66  0.15
H  0.31  1.24  -2.22
H  -0.23  1.98  3.03
H  -0.33  0.65  1.73
H  -0.27  3.31  -0.95
H  -0.54  3.66  1.29
H  3.03  -0.52  0.01
H  2.41  0.70  -0.98
H  2.74  -1.04  -1.58

=====

2.
Computed, not measured: a 10-piece molecular cluster, C20H60N10O10 overall, with ωB97M-V/def2-TZVPD.

Summary:
**Gap between HOMO and LUMO**: 8.82 eV
**E_HOMO**: -8.7 eV
**LUMO level**: 0.14 eV
**DFT total energy**: -2098.0247 a.u.
**Spin multiplicity**: 1
**ΔE to the lowest compared entry with this formula, charge and spin**: 111.5 kcal per mole

Element x y z (Å)
N  1.44  4.66  -3.03
C  0.44  3.96  -2.63
N  -0.64  4.54  -3.09
O  0.58  3.00  -1.87
H  2.33  4.30  -2.73
H  1.32  5.50  -3.58
H  -1.53  4.17  -2.78
H  -0.42  5.40  -3.56
N  2.17  -5.45  1.84
C  1.78  -4.64  2.77
N  1.34  -5.31  3.81
O  1.92  -3.42  2.75
H  1.55  -6.25  1.91
H  2.48  -5.14  0.93
H  1.30  -6.32  3.75
H  1.02  -4.83  4.64
N  5.22  2.55  -0.72
C  4.22  2.83  -1.41
N  3.18  2.33  -0.78
O  4.19  3.48  -2.43
H  5.09  1.90  0.04
H  6.08  2.77  -1.20
H  3.33  1.85  0.10
H  2.31  2.44  -1.27
N  -0.99  -4.15  -0.63
C  -0.78  -5.00  -1.61
N  -1.88  -5.69  -1.81
O  0.23  -5.10  -2.22
H  -0.33  -3.39  -0.47
H  -1.75  -4.26  0.02
H  -2.66  -5.30  -1.29
H  -1.97  -6.30  -2.61
N  5.21  -1.58  1.78
C  4.34  -0.65  1.80
N  3.26  -0.93  2.44
O  4.50  0.33  1.05
H  6.10  -1.49  1.31
H  4.99  -2.45  2.24
H  2.76  -1.80  2.53
H  2.72  -0.09  2.61
C  2.01  -0.31  -4.03
C  0.68  -0.53  -4.77
C  0.29  0.78  -5.38
O  0.92  -1.45  -5.80
H  1.80  0.30  -3.16
H  2.72  0.20  -4.68
H  2.44  -1.29  -3.82
H  -0.11  -0.99  -4.18
H  1.04  1.27  -6.00
H  -0.24  1.47  -4.73
H  -0.57  0.49  -5.98
H  1.80  -1.79  -5.67
C  -2.93  -3.02  1.78
C  -4.01  -2.20  1.07
C  -3.88  -0.72  1.29
O  -3.86  -2.41  -0.35
H  -3.07  -2.96  2.86
H  -1.91  -2.69  1.58
H  -2.94  -4.07  1.48
H  -5.03  -2.51  1.31
H  -4.63  -0.21  0.68
H  -3.00  -0.17  0.95
H  -4.10  -0.47  2.33
H  -3.08  -1.91  -0.64
C  -0.39  2.67  5.93
C  -0.37  1.63  4.86
C  -1.58  1.68  3.94
O  0.75  1.75  4.08
H  -1.23  2.53  6.61
H  -0.34  3.70  5.55
H  0.55  2.79  6.47
H  -0.50  0.71  5.42
H  -1.54  2.57  3.31
H  -2.55  1.79  4.41
H  -1.65  0.74  3.38
H  1.46  1.60  4.71
C  -0.65  -0.46  -1.40
C  0.57  -0.58  -0.50
C  0.55  0.36  0.75
O  0.61  -1.88  -0.02
H  -1.47  -0.32  -0.69
H  -0.77  -1.25  -2.14
H  -0.65  0.57  -1.75
H  1.47  -0.47  -1.12
H  1.31  0.20  1.53
H  -0.35  0.20  1.35
H  0.39  1.40  0.47
H  1.13  -1.79  0.78
C  -2.14  3.35  -0.15
C  -3.18  3.16  -1.25
C  -4.45  2.50  -0.76
O  -3.49  4.40  -1.79
H  -2.67  3.52  0.78
H  -1.52  4.24  -0.25
H  -1.46  2.49  -0.16
H  -2.71  2.54  -2.01
H  -5.16  2.29  -1.55
H  -5.10  3.25  -0.32
H  -4.39  1.71  -0.01
H  -3.28  5.10  -1.16

=====

3.
Computed, not measured: a 2-piece molecular cluster, C3HFO overall, with ωB97M-V/def2-TZVPD.

Summary:
**Gap between HOMO and LUMO**: 9.46 eV
**E_HOMO**: -10.6 eV
**LUMO level**: -1.12 eV
**DFT total energy**: -289.8270 a.u.
**Spin multiplicity**: 1
**ΔE to the lowest compared entry with this formula, charge and spin**: 64.7 kcal per mole

Element x y z (Å)
C  0.46  -1.86  0.19
C  0.08  -0.73  0.08
C  -0.30  1.52  -0.11
O  0.41  2.30  0.39
F  -1.37  1.65  -0.83
H  0.72  -2.88  0.28

=====

4.
Computed, not measured: one molecule with the formula C6H12O, with ωB97M-V/def2-TZVPD.

Summary:
**Gap between HOMO and LUMO**: 10.38 eV
**E_HOMO**: -9.4 eV
**LUMO level**: 0.99 eV
**DFT total energy**: -310.9984 a.u.
**Spin multiplicity**: 1
**ΔE to the lowest compared entry with this formula, charge and spin**: 38.2 kcal per mole

Element x y z (Å)
C  0.05  -2.45  -1.01
C  1.36  -1.68  -0.61
C  1.28  -1.09  0.78
C  0.16  -0.10  1.01
C  -0.31  0.74  0.08
C  -1.51  1.65  0.12
O  -1.03  3.02  0.01
H  0.16  -3.35  -0.38
H  0.10  -2.65  -2.07
H  -0.81  -1.86  -0.71
H  2.25  -2.29  -0.79
H  1.57  -0.96  -1.43
H  2.21  -0.53  0.97
H  1.29  -1.93  1.48
H  -0.21  -0.07  2.03
H  0.30  0.85  -0.81
H  -1.99  1.62  1.10
H  -2.23  1.51  -0.69
H  -0.36  2.96  -0.69

=====

5.
Computed, not measured: C37H47BeN2O3Se as an isolated structure, with ωB97M-V/def2-TZVPD.

Summary:
**Total charge**: -1
**Gap between HOMO and LUMO**: 6.89 eV
**E_HOMO**: -4.3 eV
**LUMO level**: 2.56 eV
**DFT total energy**: -4189.8227 a.u.
**Spin multiplicity**: 1

Element x y z (Å)
Be  -0.44  0.04  -0.24
C  4.57  -5.58  -1.08
C  3.07  -5.92  -1.06
C  2.72  -6.65  0.24
C  2.79  -6.87  -2.22
C  2.25  -4.63  -1.15
C  2.37  -3.66  -0.17
C  1.62  -2.50  -0.22
Se  1.81  -1.22  1.21
C  0.33  -1.87  2.25
C  0.57  -2.88  3.16
C  -0.45  -3.40  3.94
C  -1.70  -2.82  3.78
C  -1.99  -1.78  2.90
C  -0.96  -1.29  2.04
O  -1.16  -0.37  1.14
C  -3.45  -1.28  2.94
C  -4.38  -2.43  2.50
C  -3.77  -0.07  2.07
C  -3.80  -0.88  4.39
C  -0.16  -4.54  4.91
C  0.38  -5.76  4.15
C  -1.42  -4.98  5.68
C  0.88  -4.08  5.95
C  0.68  -2.22  -1.25
O  -0.05  -1.14  -1.24
C  0.60  -3.20  -2.29
C  1.37  -4.36  -2.18
C  -0.28  -3.12  -3.56
C  0.61  -3.27  -4.80
C  -1.08  -1.83  -3.74
C  -1.29  -4.28  -3.52
H  5.17  -6.49  -1.00
H  4.82  -5.06  -2.01
H  4.84  -4.92  -0.25
H  3.30  -7.58  0.33
H  2.94  -6.04  1.12
H  1.66  -6.90  0.26
H  3.41  -7.77  -2.11
H  1.75  -7.18  -2.25
H  3.05  -6.41  -3.18
H  3.05  -3.78  0.67
H  1.58  -3.26  3.23
H  -2.51  -3.19  4.40
H  -4.10  -2.76  1.50
H  -4.30  -3.29  3.17
H  -5.42  -2.10  2.49
H  -3.65  -0.31  1.02
H  -4.81  0.24  2.24
H  -3.11  0.76  2.28
H  -3.66  -1.70  5.09
H  -3.16  -0.05  4.71
H  -4.84  -0.56  4.44
H  -0.36  -6.10  3.42
H  1.29  -5.51  3.60
H  0.59  -6.58  4.84
H  -2.19  -5.36  5.00
H  -1.15  -5.79  6.36
H  -1.83  -4.17  6.27
H  1.81  -3.77  5.47
H  0.49  -3.22  6.50
H  1.10  -4.88  6.66
H  1.27  -5.09  -2.97
H  1.33  -2.45  -4.84
H  1.17  -4.20  -4.79
H  0.00  -3.25  -5.71
H  -0.44  -0.96  -3.70
H  -1.60  -1.86  -4.70
H  -1.82  -1.73  -2.95
H  -0.79  -5.25  -3.52
H  -1.90  -4.22  -2.62
H  -1.95  -4.24  -4.39
O  0.46  1.41  -0.25
C  0.26  2.60  -0.69
C  1.26  3.60  -0.53
C  1.09  4.88  -0.99
C  -0.08  5.26  -1.65
C  -1.07  4.32  -1.83
C  -0.93  3.01  -1.37
C  -1.96  2.02  -1.55
N  -1.89  0.76  -1.16
C  -3.06  0.15  -1.53
C  -3.86  1.04  -2.17
N  -3.15  2.23  -2.18
H  2.17  3.31  -0.02
H  1.88  5.61  -0.85
H  -0.21  6.28  -2.01
H  -1.99  4.61  -2.34
H  -3.24  -0.89  -1.32
H  -4.84  0.96  -2.61
H  -3.47  3.09  -2.58

=====

6.
Computed, not measured: one molecule with the formula C16H14BNO4S, with ωB97M-V/def2-TZVPD.

Summary:
**Gap between HOMO and LUMO**: 8.43 eV
**E_HOMO**: -8.3 eV
**LUMO level**: 0.13 eV
**DFT total energy**: -1396.9184 a.u.
**Spin multiplicity**: 1
**ΔE to the lowest compared entry with this formula, charge and spin**: 8.5 kcal per mole

Element x y z (Å)
O  0.16  1.15  -2.34
S  0.27  1.55  -0.90
O  0.56  2.94  -0.35
N  -0.78  0.78  0.15
C  -1.99  0.22  -0.32
C  -2.39  0.28  -1.65
C  -3.61  -0.19  -2.06
C  -4.43  -0.88  -1.17
C  -4.07  -0.95  0.17
B  -4.88  -1.74  1.25
O  -4.61  -1.57  2.59
O  -5.80  -2.69  0.79
C  -2.91  -0.36  0.60
C  1.67  0.40  -0.58
C  1.46  -0.95  -0.59
C  2.42  -1.89  -0.23
C  3.63  -1.47  0.12
C  3.92  -0.07  0.19
C  5.15  0.40  0.69
C  5.36  1.73  0.89
C  4.41  2.69  0.50
C  3.23  2.26  0.00
C  2.95  0.89  -0.18
H  -0.84  1.43  0.90
H  -1.74  0.79  -2.33
H  -3.85  -0.18  -3.10
H  -5.38  -1.23  -1.47
H  -5.14  -2.03  3.27
H  -6.39  -3.05  1.48
H  -2.68  -0.34  1.65
H  0.49  -1.32  -0.82
H  2.20  -2.94  -0.22
H  4.39  -2.18  0.41
H  5.89  -0.31  1.00
H  6.28  2.09  1.30
H  4.60  3.77  0.58
H  2.44  2.95  -0.23

=====

7.
Computed, not measured: a 2-piece molecular cluster, C5H13NO2 overall, with ωB97M-V/def2-TZVPD.

Summary:
**Gap between HOMO and LUMO**: 9.96 eV
**E_HOMO**: -9.2 eV
**LUMO level**: 0.81 eV
**DFT total energy**: -403.4522 a.u.
**Spin multiplicity**: 1
**ΔE to the lowest compared entry with this formula, charge and spin**: 78.1 kcal per mole

Element x y z (Å)
C  -1.28  0.07  0.82
C  0.06  0.09  -0.03
C  0.49  1.51  0.05
O  -0.12  2.35  -0.51
N  1.28  -0.62  0.54
C  0.88  -1.57  1.61
C  2.01  -1.33  -0.60
H  -2.10  0.71  0.46
H  -1.11  0.24  1.91
H  -1.75  -0.90  0.72
H  -0.19  -0.26  -1.11
H  1.50  1.58  0.58
H  1.67  -2.19  2.00
H  0.53  -0.89  2.46
H  0.05  -2.18  1.17
H  2.79  -1.80  -0.03
H  2.42  -0.71  -1.40
H  1.44  -2.02  -1.20
O  -2.66  0.01  -1.64
H  -2.12  0.54  -0.96
H  -2.82  0.75  -2.18

=====

8.
Computed, not measured: C26H22BCl3N3O3PPb as an isolated structure, with ωB97M-V/def2-TZVPD.

Summary:
**Gap between HOMO and LUMO**: 7.50 eV
**E_HOMO**: -8.7 eV
**LUMO level**: -1.19 eV
**DFT total energy**: -3333.5559 a.u.
**Spin multiplicity**: 1
**ΔE to the lowest compared entry with this formula, charge and spin**: 30.5 kcal per mole

Element x y z (Å)
Pb  1.46  0.91  -0.09
C  -4.14  -3.22  -3.69
C  -4.48  -2.85  -2.40
C  -3.56  -2.20  -1.59
C  -2.28  -1.93  -2.07
C  -1.93  -2.33  -3.36
C  -2.86  -2.96  -4.17
P  -1.01  -1.06  -1.09
C  -1.68  -1.04  0.61
C  -2.44  0.00  1.13
C  -2.85  -0.03  2.46
C  -2.50  -1.10  3.27
C  -1.76  -2.15  2.75
C  -1.35  -2.12  1.43
C  -1.25  0.68  -1.58
C  -2.32  1.18  -2.32
C  -2.42  2.53  -2.60
C  -1.46  3.42  -2.14
C  -0.37  2.96  -1.40
C  -0.29  1.60  -1.16
H  -4.86  -3.73  -4.32
H  -5.47  -3.06  -2.02
H  -3.83  -1.91  -0.58
H  -0.93  -2.13  -3.74
H  -2.59  -3.26  -5.18
H  -2.70  0.85  0.51
H  -3.42  0.79  2.86
H  -2.81  -1.12  4.31
H  -1.47  -2.98  3.38
H  -0.73  -2.92  1.04
H  -3.08  0.49  -2.67
H  -3.25  2.90  -3.18
H  -1.54  4.48  -2.36
H  0.38  3.64  -1.04
Cl  3.68  2.89  6.46
C  3.31  2.77  4.77
C  4.03  1.90  3.97
C  3.73  1.83  2.63
Cl  4.59  0.71  1.61
C  2.72  2.60  2.04
O  2.45  2.54  0.73
C  2.01  3.45  2.89
Cl  0.70  4.36  2.22
C  2.30  3.55  4.24
H  4.81  1.28  4.39
H  1.73  4.22  4.86
N  2.36  -1.27  -0.04
N  2.01  -1.86  1.19
C  1.58  -1.03  2.25
O  1.58  -1.48  3.36
O  1.17  0.16  1.90
H  1.94  -1.79  -0.81
H  3.36  -1.19  -0.18
H  2.62  -2.61  1.50
B  4.07  -0.90  -3.52
C  3.43  0.12  -2.53
N  2.98  0.86  -1.75
H  3.75  -1.99  -3.08
H  5.27  -0.74  -3.46
H  3.60  -0.70  -4.61

=====

9.
Computed, not measured: one molecule with the formula C29H58O4S, with ωB97M-V/def2-TZVPD.

Summary:
**Gap between HOMO and LUMO**: 9.08 eV
**E_HOMO**: -8.5 eV
**LUMO level**: 0.54 eV
**DFT total energy**: -1838.3325 a.u.
**Spin multiplicity**: 1
**ΔE to the lowest compared entry with this formula, charge and spin**: 348.2 kcal per mole

Element x y z (Å)
C  -2.76  -7.88  3.05
C  -4.04  -7.19  3.85
C  -5.17  -6.63  2.78
C  -6.40  -5.82  3.53
C  -6.76  -4.37  2.78
C  -6.83  -3.11  3.83
C  -8.41  -2.69  3.99
C  -8.84  -1.31  3.21
C  -7.89  -0.90  1.94
C  -6.92  0.33  2.45
C  -6.26  1.24  1.25
C  -5.67  2.70  1.77
C  -4.01  2.78  1.73
C  -3.45  3.29  0.27
C  -2.49  4.64  0.36
C  -0.98  4.25  0.92
C  0.18  4.41  -0.27
C  1.41  3.32  -0.06
C  2.90  3.92  -0.48
O  3.93  2.87  -0.41
C  3.98  2.04  -1.63
C  5.53  2.07  -2.24
C  5.34  2.21  -3.89
C  6.67  1.79  -4.74
O  7.38  2.95  -5.36
C  7.15  2.88  -6.82
C  8.19  2.28  -7.93
O  5.95  3.34  -7.26
O  6.17  0.81  -1.83
C  7.17  1.02  -0.77
C  8.68  0.66  -1.37
S  9.45  -0.71  -0.33
C  9.99  -2.16  -1.38
C  10.43  -1.78  -2.92
H  -2.50  -8.97  3.46
H  -3.04  -8.02  1.91
H  -1.79  -7.21  3.12
H  -3.61  -6.28  4.49
H  -4.52  -8.00  4.55
H  -5.58  -7.57  2.21
H  -4.63  -5.93  1.98
H  -6.12  -5.69  4.66
H  -7.36  -6.53  3.49
H  -7.84  -4.54  2.31
H  -6.05  -4.19  1.85
H  -6.50  -3.56  4.89
H  -6.09  -2.23  3.61
H  -8.58  -2.48  5.15
H  -9.18  -3.52  3.70
H  -8.90  -0.43  4.00
H  -9.95  -1.45  2.81
H  -8.61  -0.44  1.11
H  -7.32  -1.78  1.43
H  -7.62  1.07  3.07
H  -6.10  -0.03  3.24
H  -7.11  1.49  0.47
H  -5.42  0.63  0.69
H  -6.11  3.05  2.80
H  -6.03  3.50  0.96
H  -3.59  1.70  1.95
H  -3.65  3.51  2.60
H  -2.72  2.43  -0.12
H  -4.31  3.46  -0.51
H  -3.00  5.48  1.02
H  -2.37  5.08  -0.74
H  -1.01  3.15  1.34
H  -0.72  5.06  1.75
H  0.55  5.54  -0.19
H  -0.30  4.32  -1.36
H  1.41  3.04  1.09
H  1.15  2.35  -0.67
H  3.24  4.84  0.20
H  2.78  4.34  -1.57
H  3.68  0.93  -1.32
H  3.26  2.39  -2.49
H  6.08  3.05  -1.90
H  5.12  3.36  -4.11
H  4.44  1.54  -4.25
H  7.40  1.11  -4.12
H  6.32  1.12  -5.67
H  8.95  3.14  -8.23
H  7.61  2.00  -8.91
H  8.80  1.34  -7.59
H  7.16  2.08  -0.28
H  6.99  0.24  0.10
H  8.59  0.29  -2.48
H  9.30  1.65  -1.36
H  9.19  -3.02  -1.44
H  10.96  -2.63  -0.86
H  9.48  -1.57  -3.60
H  11.05  -2.68  -3.38
H  11.11  -0.79  -2.90